1.
{
  "formula": "C27H25AsN8O8S2W",
  "method": "the ωB97M-V functional and the def2-TZVPD basis",
  "species": ["W", "O", "As", "O", "O", "C", "C", "C", "C", "C", "C", "S", "O", "O", "O", "H", "H", "H", "H", "H", "N", "C", "N", "C", "N", "C", "C", "N", "C", "C", "N", "H", "H", "H", "H", "H", "O", "C", "C", "C", "C", "N", "C", "C", "C", "C", "C", "C", "O", "C", "C", "N", "H", "H", "H", "H", "H", "H", "H", "H", "H", "H", "H", "H", "S", "C", "C", "N", "C", "H", "H", "H"],
  "coordinates": [[-0.423, -0.037, 0.543], [-3.296, 3.274, 0.741], [-2.776, 1.628, 0.850], [-1.817, 1.129, -0.485], [-1.420, 1.468, 1.834], [-4.442, 0.740, 1.149], [-5.598, 1.487, 0.968], [-6.837, 0.858, 1.047], [-6.918, -0.503, 1.285], [-5.758, -1.254, 1.461], [-4.532, -0.628, 1.404], [-3.042, -1.538, 1.684], [-2.408, -0.871, 2.794], [-3.290, -2.937, 1.818], [-2.241, -1.203, 0.414], [-2.641, 3.865, 0.354], [-5.549, 2.548, 0.770], [-7.735, 1.444, 0.909], [-7.881, -0.990, 1.337], [-5.800, -2.316, 1.659], [1.684, 1.086, 4.066], [1.276, 1.407, 2.848], [0.837, 0.305, 2.254], [0.979, -0.661, 3.216], [1.510, -0.224, 4.322], [0.527, -1.986, 2.875], [0.620, -3.107, 3.685], [0.189, -4.290, 3.279], [-0.351, -4.350, 2.069], [-0.466, -3.235, 1.253], [-0.013, -2.042, 1.644], [2.079, 1.689, 4.773], [1.310, 2.401, 2.439], [1.045, -3.035, 4.679], [-0.725, -5.307, 1.732], [-0.970, -3.294, 0.303], [4.526, -3.415, -3.310], [4.739, -2.047, -3.055], [3.701, -1.593, -2.070], [3.138, -2.478, -1.162], [2.158, -2.026, -0.306], [1.709, -0.764, -0.287], [2.308, 0.117, -1.114], [3.281, -0.273, -2.020], [1.868, 1.506, -0.984], [2.529, 2.560, -1.605], [2.109, 3.859, -1.398], [2.795, 5.015, -2.064], [3.788, 4.516, -2.926], [1.038, 4.061, -0.526], [0.433, 2.974, 0.053], [0.816, 1.704, -0.177], [5.270, -3.775, -3.804], [4.667, -1.441, -3.965], [5.727, -1.867, -2.614], [3.440, -3.515, -1.141], [1.717, -2.715, 0.394], [3.709, 0.447, -2.703], [3.383, 2.391, -2.240], [3.223, 5.657, -1.283], [2.044, 5.606, -2.600], [4.145, 5.231, -3.461], [0.683, 5.057, -0.294], [-0.384, 3.083, 0.753], [-0.426, -0.451, -4.154], [-0.363, -2.026, -3.498], [-0.439, -1.963, -2.149], [-0.531, -0.692, -1.632], [-0.533, 0.199, -2.598], [-0.294, -2.902, -4.121], [-0.447, -2.816, -1.495], [-0.652, 1.255, -2.418]],
  "energy_ha": -5182.7047,
  "total_charge": 2,
  "de_lowest_kcal_mol": 17.9,
  "molar_mass_g_mol": 912.44,
  "e_homo_ev": -12.9
}

=====

2.
{
  "formula": "C27H25Cl4MgNOP",
  "method": "the ωB97M-V functional and the def2-TZVPD basis",
  "species": ["Mg", "Cl", "C", "Cl", "H", "H", "O", "N", "C", "C", "C", "C", "C", "C", "C", "P", "C", "C", "C", "C", "C", "C", "C", "C", "C", "C", "C", "C", "H", "H", "H", "H", "H", "H", "H", "H", "H", "H", "H", "H", "H", "H", "H", "H", "Cl", "C", "Cl", "H", "H", "C", "C", "C", "C", "C", "C", "H", "H", "H", "H", "H"],
  "coordinates": [[1.298, 1.263, -0.129], [0.875, 2.051, 2.399], [1.668, 3.612, 2.093], [2.515, 3.547, 0.529], [2.407, 3.786, 2.865], [0.913, 4.388, 2.048], [-0.307, 4.604, -0.479], [-0.802, 3.285, -0.564], [-2.028, 3.318, -0.222], [-3.004, 2.216, -0.166], [-4.334, 2.649, -0.171], [-5.385, 1.754, -0.115], [-5.122, 0.395, -0.028], [-3.810, -0.048, -0.010], [-2.743, 0.842, -0.085], [-1.056, 0.146, -0.100], [-1.033, -0.983, 1.324], [-0.300, -2.168, 1.320], [-0.179, -2.912, 2.486], [-0.770, -2.475, 3.661], [-1.482, -1.281, 3.678], [-1.606, -0.535, 2.518], [-1.084, -0.847, -1.626], [-1.509, -2.169, -1.711], [-1.474, -2.832, -2.929], [-1.034, -2.179, -4.072], [-0.635, -0.852, -4.001], [-0.655, -0.194, -2.782], [0.415, 4.633, -1.117], [-2.437, 4.298, 0.020], [-4.540, 3.711, -0.227], [-6.405, 2.114, -0.130], [-5.935, -0.316, 0.030], [-3.611, -1.109, 0.068], [0.197, -2.503, 0.418], [0.395, -3.829, 2.473], [-0.676, -3.061, 4.566], [-1.943, -0.936, 4.594], [-2.165, 0.395, 2.536], [-1.861, -2.692, -0.832], [-1.793, -3.865, -2.984], [-1.006, -2.703, -5.018], [-0.303, -0.335, -4.892], [-0.346, 0.847, -2.730], [6.043, 2.630, 1.221], [6.308, 1.947, -0.388], [4.787, 1.606, -1.237], [6.834, 1.008, -0.276], [6.874, 2.660, -0.974], [3.301, -3.172, 0.008], [2.840, -2.688, -1.210], [2.360, -1.387, -1.306], [2.303, -0.533, -0.194], [2.784, -1.052, 1.016], [3.286, -2.344, 1.121], [3.669, -4.187, 0.088], [2.856, -3.325, -2.086], [2.016, -1.047, -2.277], [2.768, -0.445, 1.919], [3.665, -2.703, 2.071]],
  "energy_ha": -3555.8347,
  "total_charge": 1,
  "de_lowest_kcal_mol": 21.4,
  "molar_mass_g_mol": 576.59,
  "e_homo_ev": -11.0
}

=====

3.
{
  "formula": "C27H25ClOOsPTe",
  "method": "the ωB97M-V functional and the def2-TZVPD basis",
  "species": ["Os", "Cl", "C", "C", "C", "C", "C", "C", "P", "C", "C", "C", "C", "C", "C", "C", "C", "C", "C", "C", "C", "H", "H", "H", "H", "H", "H", "H", "H", "H", "H", "H", "H", "H", "H", "C", "O", "C", "C", "H", "H", "H", "H", "H", "H", "Te", "C", "C", "C", "C", "C", "C", "H", "H", "H", "H", "H"],
  "coordinates": [[0.985, -1.449, -0.603], [-0.812, -3.001, -0.813], [-2.090, -2.056, -1.575], [-3.061, -2.715, -2.299], [-4.033, -1.949, -2.930], [-4.011, -0.565, -2.833], [-3.026, 0.069, -2.090], [-2.047, -0.676, -1.439], [-0.724, 0.060, -0.423], [-1.506, 0.383, 1.177], [-0.746, 1.038, 2.147], [-1.282, 1.292, 3.397], [-2.576, 0.875, 3.693], [-3.331, 0.219, 2.734], [-2.801, -0.021, 1.471], [-0.497, 1.697, -1.177], [0.177, 1.780, -2.396], [0.320, 3.002, -3.034], [-0.211, 4.150, -2.462], [-0.896, 4.072, -1.259], [-1.045, 2.850, -0.616], [-3.054, -3.793, -2.383], [-4.800, -2.441, -3.513], [-4.761, 0.023, -3.344], [-3.008, 1.149, -2.014], [0.269, 1.345, 1.917], [-0.695, 1.812, 4.142], [-2.994, 1.067, 4.672], [-4.339, -0.101, 2.962], [-3.404, -0.522, 0.724], [0.578, 0.882, -2.854], [0.845, 3.056, -3.979], [-0.094, 5.106, -2.957], [-1.321, 4.962, -0.815], [-1.591, 2.801, 0.316], [0.440, -2.202, 3.581], [0.183, -1.807, 2.220], [1.118, -1.735, 1.311], [2.508, -2.157, 1.741], [0.913, -3.181, 3.624], [-0.533, -2.239, 4.059], [1.064, -1.458, 4.073], [2.842, -1.618, 2.632], [3.236, -1.968, 0.957], [2.519, -3.225, 1.978], [2.010, -1.912, -2.942], [3.286, -0.850, -1.619], [2.759, 0.300, -1.004], [3.469, 0.940, 0.030], [4.692, 0.455, 0.426], [5.223, -0.689, -0.190], [4.529, -1.343, -1.182], [1.874, 0.783, -1.407], [3.068, 1.842, 0.474], [5.254, 0.964, 1.197], [6.187, -1.066, 0.125], [4.939, -2.238, -1.631]],
  "energy_ha": -2279.0912,
  "total_charge": 1,
  "de_lowest_kcal_mol": 0.0,
  "molar_mass_g_mol": 749.75,
  "e_homo_ev": -10.4
}

=====

4.
{
  "formula": "C27H25Cr2N5O6",
  "method": "the ωB97M-V functional and the def2-TZVPD basis",
  "species": ["Cr", "Cr", "C", "O", "O", "O", "C", "O", "O", "O", "N", "C", "C", "C", "C", "C", "H", "H", "H", "H", "H", "N", "C", "C", "C", "C", "C", "H", "H", "H", "H", "H", "N", "C", "C", "C", "C", "C", "H", "H", "H", "H", "H", "N", "C", "C", "C", "C", "C", "H", "H", "H", "H", "H", "N", "C", "C", "C", "C", "C", "H", "H", "H", "H", "H"],
  "coordinates": [[-0.322, -0.156, 3.643], [-1.618, -0.875, 0.656], [-2.299, -1.947, 2.918], [-3.052, -1.682, 1.926], [-1.047, -1.864, 2.593], [-2.329, -1.242, 4.011], [0.301, 0.831, 1.218], [1.086, 0.427, 2.145], [0.173, 0.162, 0.127], [-0.886, 0.921, 1.785], [-4.516, 1.033, 3.709], [-5.764, 0.604, 3.552], [-6.631, 0.979, 2.517], [-6.086, 1.751, 1.507], [-4.771, 2.214, 1.637], [-4.053, 1.861, 2.753], [-6.118, -0.100, 4.296], [-7.626, 0.571, 2.415], [-6.596, 2.075, 0.608], [-4.401, 2.950, 0.935], [-3.056, 2.239, 2.938], [0.862, -0.146, -4.339], [1.463, 0.549, -3.391], [2.165, 1.740, -3.645], [2.160, 2.230, -4.942], [1.360, 1.578, -5.895], [0.798, 0.373, -5.579], [1.346, 0.156, -2.386], [2.619, 2.316, -2.850], [2.755, 3.114, -5.126], [1.205, 2.068, -6.848], [0.147, -0.146, -6.272], [2.126, -4.129, 1.059], [2.215, -2.910, 0.488], [2.749, -2.730, -0.789], [3.271, -3.823, -1.475], [3.171, -5.071, -0.891], [2.604, -5.153, 0.371], [1.766, -2.090, 1.032], [2.768, -1.731, -1.204], [3.807, -3.747, -2.412], [3.598, -5.898, -1.441], [2.582, -6.150, 0.802], [-2.721, 0.115, -0.948], [-2.166, 1.014, -1.780], [-2.721, 1.556, -2.934], [-4.041, 1.229, -3.260], [-4.643, 0.319, -2.393], [-3.987, -0.204, -1.300], [-1.255, 1.477, -1.421], [-2.217, 2.297, -3.537], [-4.571, 1.667, -4.092], [-5.701, 0.173, -2.579], [-4.488, -0.972, -0.724], [6.848, 0.872, 3.910], [6.591, 1.882, 3.068], [5.435, 1.987, 2.326], [4.501, 0.935, 2.300], [4.835, -0.207, 3.028], [5.954, -0.100, 3.873], [7.304, 2.697, 3.027], [5.234, 2.936, 1.847], [3.549, 1.234, 1.882], [4.204, -1.084, 3.055], [6.131, -0.973, 4.495]],
  "energy_ha": -3857.9483,
  "molar_mass_g_mol": 619.52,
  "spin_multiplicity": 9,
  "e_homo_ev": [-8.3, -9.1]
}

=====

5.
{
  "formula": "C27H25N5O3S",
  "method": "the ωB97M-V functional and the def2-TZVPD basis",
  "species": ["C", "H", "O", "C", "C", "C", "C", "C", "C", "O", "C", "H", "H", "H", "H", "C", "N", "O", "C", "N", "C", "H", "H", "S", "C", "N", "N", "C", "N", "C", "C", "C", "C", "C", "C", "H", "H", "H", "C", "H", "H", "H", "H", "C", "C", "C", "C", "C", "C", "C", "H", "H", "H", "H", "H", "H", "H", "H", "H", "H", "H"],
  "coordinates": [[-5.409, -2.491, -0.783], [-6.478, -2.386, -0.609], [-4.911, -1.179, -0.886], [-3.589, -1.004, -1.128], [-2.656, -2.022, -1.248], [-1.324, -1.735, -1.491], [-0.920, -0.417, -1.640], [-1.845, 0.624, -1.510], [-3.169, 0.345, -1.247], [-4.147, 1.275, -1.082], [-3.786, 2.632, -1.150], [-4.703, 3.190, -0.965], [-3.044, 2.887, -0.387], [-3.394, 2.897, -2.138], [-1.489, 1.634, -1.625], [0.457, -0.123, -1.946], [0.937, 1.060, -2.244], [2.273, 0.867, -2.454], [2.500, -0.441, -2.258], [1.427, -1.092, -1.955], [3.871, -0.958, -2.386], [4.586, -0.170, -2.144], [4.050, -1.310, -3.404], [4.188, -2.436, -1.330], [2.974, -2.366, -0.082], [2.283, -3.403, 0.293], [1.545, -3.044, 1.349], [1.773, -1.787, 1.610], [2.701, -1.289, 0.731], [3.170, 0.033, 0.621], [2.251, 1.071, 0.542], [2.682, 2.380, 0.378], [4.047, 2.630, 0.321], [4.964, 1.596, 0.425], [4.535, 0.290, 0.573], [5.240, -0.524, 0.646], [6.022, 1.808, 0.385], [4.398, 3.643, 0.190], [1.674, 3.472, 0.215], [0.891, 3.391, 0.967], [1.204, 3.378, -0.765], [2.139, 4.451, 0.287], [1.193, 0.851, 0.571], [1.179, -1.015, 2.733], [-0.240, -0.588, 2.439], [-1.195, -1.550, 2.135], [-2.508, -1.180, 1.913], [-2.879, 0.153, 1.967], [-1.928, 1.115, 2.255], [-0.616, 0.745, 2.499], [0.117, 1.500, 2.753], [-2.209, 2.158, 2.305], [-3.904, 0.438, 1.785], [-3.249, -1.937, 1.705], [-0.893, -2.585, 2.079], [1.169, -1.671, 3.608], [1.802, -0.144, 2.950], [-0.597, -2.527, -1.572], [-2.955, -3.053, -1.148], [-5.246, -3.057, -1.706], [-4.958, -3.031, 0.056]],
  "energy_ha": -1941.5344,
  "smiles": "COc1ccc(-c2noc(CSc3nnc(Cc4ccccc4)n3-c3cccc(C)c3)n2)cc1OC",
  "de_lowest_kcal_mol": 41.4,
  "molar_mass_g_mol": 499.60,
  "e_homo_ev": -8.0
}

=====

6.
{
  "formula": "C27H25N5O5",
  "method": "the ωB97M-V functional and the def2-TZVPD basis",
  "species": ["C", "H", "O", "C", "C", "C", "C", "C", "C", "H", "H", "H", "C", "N", "C", "O", "C", "N", "C", "C", "C", "C", "C", "C", "N", "N", "H", "H", "H", "H", "H", "H", "C", "C", "C", "C", "C", "O", "H", "H", "H", "H", "H", "C", "O", "N", "H", "C", "C", "C", "C", "C", "O", "H", "H", "H", "H", "H", "H", "H", "H", "H"],
  "coordinates": [[4.730, 1.572, -1.929], [4.427, 1.322, -0.907], [4.788, 0.426, -2.745], [3.654, -0.305, -2.921], [2.421, -0.004, -2.362], [1.324, -0.835, -2.581], [1.452, -1.954, -3.384], [2.682, -2.242, -3.960], [3.775, -1.438, -3.729], [4.739, -1.657, -4.161], [2.783, -3.113, -4.590], [0.607, -2.598, -3.558], [0.049, -0.444, -1.875], [0.216, -0.593, -0.421], [-0.288, 0.371, 0.371], [-0.920, 1.315, -0.075], [-0.016, 0.235, 1.873], [-0.229, 1.487, 2.528], [-1.387, 2.170, 2.735], [-2.729, 1.908, 2.489], [-3.624, 2.878, 2.875], [-3.211, 4.070, 3.491], [-1.886, 4.337, 3.743], [-0.959, 3.369, 3.358], [0.399, 3.311, 3.465], [0.803, 2.217, 2.972], [-1.563, 5.249, 4.216], [-3.962, 4.793, 3.770], [-4.678, 2.722, 2.701], [-3.051, 0.996, 2.011], [-0.690, -0.522, 2.293], [1.025, -0.045, 2.048], [0.774, -1.854, 0.034], [2.267, -1.825, 0.124], [3.220, -2.626, -0.430], [4.469, -2.106, -0.009], [4.183, -1.030, 0.769], [2.852, -0.853, 0.861], [4.804, -0.338, 1.302], [5.439, -2.481, -0.260], [3.054, -3.470, -1.066], [0.486, -2.625, -0.685], [0.337, -2.114, 1.003], [-1.243, -1.217, -2.173], [-1.294, -2.394, -2.464], [-2.335, -0.450, -1.971], [-2.208, 0.472, -1.572], [-3.646, -1.049, -1.815], [-4.026, -1.114, -0.371], [-5.108, -0.642, 0.311], [-4.907, -0.991, 1.669], [-3.713, -1.639, 1.712], [-3.170, -1.718, 0.485], [-3.166, -2.080, 2.522], [-5.556, -0.780, 2.494], [-5.945, -0.116, -0.102], [-4.393, -0.469, -2.361], [-3.577, -2.056, -2.239], [-0.133, 0.623, -2.053], [2.293, 0.867, -1.736], [5.741, 1.975, -1.917], [4.046, 2.322, -2.338]],
  "energy_ha": -1693.8368,
  "smiles": "COc1cccc([C@@H](C(=O)NCc2ccco2)N(Cc2ccco2)C(=O)Cn2nnc3ccccc32)c1",
  "de_lowest_kcal_mol": 81.6,
  "molar_mass_g_mol": 499.53,
  "e_homo_ev": -8.6
}

=====

7.
{
  "formula": "C27H25N6O5Rh",
  "method": "the ωB97M-V functional and the def2-TZVPD basis",
  "species": ["Rh", "O", "C", "N", "C", "C", "C", "C", "C", "C", "N", "C", "C", "C", "C", "C", "N", "H", "H", "H", "H", "H", "H", "H", "H", "H", "H", "O", "C", "O", "C", "C", "C", "C", "C", "C", "N", "C", "C", "C", "C", "C", "C", "N", "H", "H", "H", "H", "H", "H", "H", "H", "H", "H", "N", "C", "C", "O", "O", "H", "H", "H", "H", "H"],
  "coordinates": [[-0.048, -0.564, -0.018], [-3.285, 1.083, 1.500], [-2.208, 0.545, 1.362], [-1.336, 0.779, 0.347], [-1.673, 1.736, -0.683], [-0.620, 1.658, -1.750], [-0.454, 2.634, -2.719], [0.567, 2.504, -3.645], [1.389, 1.385, -3.596], [1.148, 0.430, -2.633], [0.173, 0.565, -1.724], [-1.684, -0.515, 2.293], [-2.295, -0.749, 3.509], [-1.806, -1.767, 4.316], [-0.727, -2.514, 3.870], [-0.163, -2.214, 2.641], [-0.620, -1.226, 1.875], [-1.757, 2.746, -0.268], [-2.657, 1.510, -1.114], [-1.117, 3.487, -2.737], [0.724, 3.267, -4.395], [2.204, 1.257, -4.293], [1.733, -0.479, -2.580], [-3.138, -0.132, 3.786], [-2.255, -1.968, 5.279], [-0.326, -3.319, 4.468], [0.670, -2.784, 2.251], [3.554, 6.401, 0.645], [4.136, 5.382, 0.019], [5.092, 5.530, -0.688], [3.542, 4.007, 0.180], [4.374, 2.921, -0.099], [3.915, 1.635, 0.042], [2.587, 1.393, 0.454], [1.739, 2.496, 0.664], [2.203, 3.782, 0.507], [2.070, 0.128, 0.585], [2.829, -0.936, 0.643], [2.382, -2.169, 0.106], [3.191, -3.311, 0.074], [2.755, -4.437, -0.591], [1.513, -4.402, -1.217], [0.749, -3.250, -1.119], [1.154, -2.166, -0.462], [2.830, 6.155, 1.229], [5.385, 3.122, -0.427], [4.561, 0.802, -0.203], [0.716, 2.291, 0.961], [1.521, 4.613, 0.633], [3.807, -0.857, 1.105], [4.161, -3.272, 0.552], [3.370, -5.325, -0.631], [1.144, -5.258, -1.762], [-0.222, -3.191, -1.590], [-5.402, -2.846, -0.902], [-4.179, -3.003, -0.140], [-3.131, -2.023, -0.669], [-3.608, -1.075, -1.420], [-1.945, -2.100, -0.374], [-6.233, -2.789, -0.331], [-5.537, -3.566, -1.599], [-4.571, -1.278, -1.547], [-3.756, -4.009, -0.132], [-4.341, -2.706, 0.899]],
  "energy_ha": -1858.7549,
  "total_charge": 2,
  "de_lowest_kcal_mol": 0.0,
  "molar_mass_g_mol": 616.44,
  "e_homo_ev": -14.3
}